(a)
Formula: C2H11NO3
Source: the Open Molecules 2025 dataset
Level of theory: ωB97M-V/def2-TZVPD

Cartesian coordinates (Å):
C -2.8037 -0.2253 -1.6175
C -2.8993 0.6381 -0.5791
N -1.9132 0.8712 0.3805
H -1.8036 -0.5550 -1.8418
H -3.6786 -0.7202 -2.0175
H -3.8368 1.2068 -0.2665
H -0.9847 0.9075 0.0146
H -2.0956 1.6077 0.9304
O 2.1933 -1.8575 -1.1134
H 1.8027 -0.9932 -0.9645
H 1.5044 -2.4665 -1.3726
O 3.1408 -0.1732 2.2584
H 4.0445 -0.4147 2.1658
H 2.8872 -1.0143 2.7679
O 1.0809 0.9239 0.4143
H 1.9458 0.6726 0.9722
H 1.4159 1.5923 -0.1312

## Properties
- M (g/mol) = 97.114
- highest occupied orbital energy (eV) = -7.9
- SMILES = C=CN.O.O.O
- LUMO level (eV) = 0.444


(b)
Formula: C2H11NO3
Source: the Open Molecules 2025 dataset
Level of theory: ωB97M-V/def2-TZVPD

Cartesian coordinates (Å):
C -0.7820 -0.7420 2.2969
N -1.3758 -0.5828 0.9641
C -1.5644 0.8092 0.5027
O -0.4813 1.3663 -0.2049
H -0.5272 0.1888 2.7996
H -1.5707 -1.1657 2.9389
H 0.0160 -1.5033 2.3866
H -0.9045 -1.0960 0.2210
H -1.8649 1.4759 1.3175
H -2.3550 0.5737 -0.2115
H 0.2354 1.6135 0.3848
O 0.4493 -1.3028 -1.9484
H 1.1074 -1.8630 -2.3737
H 0.9790 -0.4987 -2.1000
O 2.7415 0.6004 -2.0618
H 2.4699 1.5190 -2.1719
H 3.4272 0.6076 -2.7400

## Properties
- M (g/mol) = 97.114
- highest occupied orbital energy (eV) = -8.5
- SMILES = CNCO.O.O
- LUMO level (eV) = 0.406


Which of them is most stable? Easy: (b).


(a)
Formula: C2H11NO3
Source: the Open Molecules 2025 dataset
Level of theory: ωB97M-V/def2-TZVPD

Cartesian coordinates (Å):
C -2.4514 0.2075 -0.5316
C -0.7142 0.6748 -0.6533
N -1.2004 -0.2197 0.2243
H -2.6260 -0.0255 -1.5668
H -2.8753 1.2435 -0.1765
H -3.1697 -0.4280 -0.1057
H -0.2679 0.3609 -1.5914
H -0.5429 1.7568 -0.3516
H 0.4042 -2.3264 -1.1795
H -0.0085 -1.6179 0.0398
O 0.8098 -2.0307 -0.3458
H 2.4658 -0.6267 -0.6436
H 1.6839 0.6805 -0.8723
O 2.5759 0.3346 -0.6494
H -0.1858 0.8612 1.3795
H 1.0184 0.3621 2.2441
O 0.5517 1.1965 2.0406

## Properties
- M (g/mol) = 97.114
- highest occupied orbital energy (eV) = -9.3
- LUMO level (eV) = -0.825


(b)
Formula: C2H11NO3
Source: the Open Molecules 2025 dataset
Level of theory: ωB97M-V/def2-TZVPD

Cartesian coordinates (Å):
C -1.2395 -1.2446 -0.6762
N -1.5496 -0.3880 0.4802
C -1.4771 1.0131 0.1188
O -0.2015 1.5286 -0.2685
H -2.0608 -1.3551 -1.3775
H -1.0567 -2.2378 -0.2554
H -0.3357 -0.9711 -1.2131
H -0.8701 -0.5685 1.1890
H -2.0672 1.2023 -0.7715
H -1.8519 1.5500 0.9886
H 0.3192 1.7214 0.5025
O 2.0235 -0.1744 -1.2072
H 2.9254 0.1305 -1.0403
H 1.5713 0.6851 -1.3003
O 1.8999 -0.0553 1.9621
H 2.4043 0.0844 1.1274
H 1.5666 -0.9205 1.7415

## Properties
- M (g/mol) = 97.114
- highest occupied orbital energy (eV) = -9.4
- SMILES = CNCO.O.O
- LUMO level (eV) = 0.455


Which of them is most stable? Easy: (b).


(a)
Formula: C2H11NO3
Source: the Open Molecules 2025 dataset
Level of theory: ωB97M-V/def2-TZVPD

Cartesian coordinates (Å):
C -2.2821 1.2296 -1.3903
C -2.4155 -0.0612 -1.0934
N -1.5884 -0.7494 -0.1555
H -1.7571 1.9396 -0.7625
H -2.5427 1.6293 -2.3631
H -3.2208 -0.6632 -1.5134
H -0.6882 -0.7035 -0.6102
H -1.9361 -1.6844 0.0044
O 2.9974 0.3538 3.3109
H 3.0614 0.8546 4.1308
H 3.9062 0.1713 3.0548
O 0.8614 0.5648 0.6294
H -0.0693 0.2840 0.6600
H 1.1296 0.6389 1.5578
O 1.2317 -1.4494 -2.0817
H 2.0602 -1.7849 -1.7151
H 1.2523 -0.5698 -1.6627

## Properties
- M (g/mol) = 97.114
- highest occupied orbital energy (eV) = -8.6
- SMILES = C=CN.O.O.O
- LUMO level (eV) = 0.654


(b)
Formula: C2H11NO3
Source: the Open Molecules 2025 dataset
Level of theory: ωB97M-V/def2-TZVPD

Cartesian coordinates (Å):
C -1.1383 0.7025 -1.1221
N -2.2607 0.6945 -0.2479
C -2.1174 -0.8184 0.4483
O 0.0342 -0.0927 1.6163
H -1.2161 -0.1482 -1.8818
H -1.1584 1.6631 -1.6544
H -0.1012 0.7099 -0.7411
H -2.0722 1.2590 0.7659
H -2.2085 -1.4140 -0.5239
H -3.2677 -0.7882 0.8234
H -1.0137 -0.7196 0.7036
H 2.4011 -0.6157 -0.2520
H 2.7520 -1.9968 0.2970
O 2.6134 -1.0831 0.6024
H 0.7534 -0.7038 1.5910
H 2.9357 1.4325 -1.3031
O 2.0467 0.8203 -1.2245

## Properties
- M (g/mol) = 97.114
- highest occupied orbital energy (eV) = -8.9
- LUMO level (eV) = -4.937


Which of them is most stable? Easy: (a).


(a)
Formula: C3H2N4
Source: the Open Molecules 2025 dataset
Level of theory: ωB97M-V/def2-TZVPD

Cartesian coordinates (Å):
N -1.4349 2.4578 0.9372
C -1.1124 1.4492 0.4409
C -0.8781 0.2237 -0.1752
C 0.2935 -0.0359 -0.9429
N 1.3048 -0.7716 -0.7174
N -0.0311 -1.8648 2.3336
N -0.1842 -1.0708 1.5893
H 0.0770 0.4899 -1.8981
H 1.9085 -0.8154 -1.5370

## Properties
- M (g/mol) = 94.077
- highest occupied orbital energy (eV) = -9.7
- LUMO level (eV) = -1.972


(b)
Formula: C3H2N4
Source: the Open Molecules 2025 dataset
Level of theory: ωB97M-V/def2-TZVPD

Cartesian coordinates (Å):
N -1.3031 -2.0035 -1.6785
C -0.7110 -1.0987 -1.2464
C 0.0282 0.0150 -0.7589
C -0.5102 0.7414 0.3867
N 0.1534 0.8972 1.4595
N 2.6513 -0.6852 -0.1767
N 1.5623 -0.4959 -0.3030
H -1.5156 1.1568 0.1928
H -0.3553 1.4729 2.1246

## Properties
- M (g/mol) = 94.077
- highest occupied orbital energy (eV) = -9.3
- LUMO level (eV) = -0.370


Which of them is most stable? Easy: (b).


(a)
Formula: C11H16N3O
Source: the Open Molecules 2025 dataset
Level of theory: ωB97M-V/def2-TZVPD

Cartesian coordinates (Å):
C -2.4868 -1.3761 -0.3235
C -3.1472 -0.1722 -0.0989
C -1.0465 -1.5033 -0.0477
C -2.2948 0.8439 0.2608
C -0.4631 -0.4362 0.4206
C -0.9103 0.9112 0.3922
C -2.5625 -2.8224 -0.7699
C -4.4160 0.5994 -0.1406
C -1.1020 -2.9522 -0.3255
C -3.4691 1.8365 0.2351
C 2.4760 -0.1939 -0.4320
N 2.7931 0.8748 -1.1406
N 3.4991 -0.9357 0.0301
N 5.7882 1.1457 -0.2343
O -0.1590 1.9511 0.7401
H -3.3811 -3.2898 -0.2768
H -2.7883 -2.7654 -1.8566
H -4.8912 0.6467 -1.1674
H -5.2592 0.3185 0.5300
H -0.3562 -3.2067 -1.0649
H -1.0673 -3.6570 0.4601
H -3.6241 2.2180 1.1387
H -3.3421 2.6175 -0.5059
H 1.9795 1.3539 -1.6044
H 3.7618 1.3667 -1.1104
H 4.4622 -0.6403 0.0035
H 3.1759 -1.6474 0.8085
H 6.3050 0.2861 -0.4288
H 5.8381 1.4715 -1.1454
H 6.1240 1.6958 0.5531
H -0.7032 2.6924 0.7477

## Properties
- M (g/mol) = 206.269
- net charge = +1
- highest occupied orbital energy (alpha / beta) (eV) = -11.9 / -11.6
- LUMO level (alpha / beta) (eV) = -4.857 / -5.496


(b)
Formula: C11H16N3O
Source: the Open Molecules 2025 dataset
Level of theory: ωB97M-V/def2-TZVPD

Cartesian coordinates (Å):
C 0.1363 -3.2083 1.5455
N -0.1685 -2.5467 0.2882
C -1.6146 -2.6498 -0.1697
C 0.0717 -1.1543 0.5594
C 0.8774 -0.3254 -0.1014
C 1.6986 -0.7977 -1.1494
N 2.1131 -1.2978 -2.0863
C 0.7460 1.1165 0.2565
O -0.2354 1.6528 -0.5522
C 0.0337 2.9356 -1.0131
C 1.2939 3.2595 -1.8137
C -0.0948 3.2361 -2.4371
C 0.3140 1.2819 1.7083
C -0.7737 0.3499 2.0192
N -0.8854 -0.7676 1.4345
H -0.5015 -2.7283 2.2806
H -0.0296 -4.2634 1.4378
H 1.0447 -3.0028 2.0096
H 0.5684 -2.8160 -0.4560
H -2.0575 -2.4772 0.7797
H -1.7683 -1.7314 -0.7304
H -1.6823 -3.5078 -0.6675
H 1.7393 1.6207 0.1954
H -0.3279 3.6071 -0.2238
H 2.0485 2.4742 -2.0893
H 1.6920 4.2182 -1.6209
H -0.6533 3.9698 -2.9812
H 0.0374 2.2960 -2.9443
H 0.1178 2.3219 1.9534
H 0.9874 1.0511 2.4525
H -1.6540 0.6874 2.5877

## Properties
- M (g/mol) = 206.269
- net charge = +1
- highest occupied orbital energy (eV) = -13.1
- SMILES = C[NH+](C)C1=C(C#N)[C@@H](OC2CC2)CC=N1
- LUMO level (eV) = -4.240


Which of them is most stable? Easy: (b).


(a)
Formula: C3H7N2O
Source: the Open Molecules 2025 dataset
Level of theory: ωB97M-V/def2-TZVPD

Cartesian coordinates (Å):
H 2.2881 0.8535 2.0112
N 1.9840 0.6209 1.0515
C 0.8142 0.2336 0.9574
O -0.2786 0.0670 1.7025
C -1.0564 -0.6458 0.6670
C 0.0805 -0.3989 -0.3615
N -0.2335 0.4799 -1.5480
H -2.0552 -0.1490 0.7673
H -1.3343 -1.6737 0.9188
H 0.5925 -1.2920 -0.9212
H 0.5367 0.2673 -2.2212
H -0.2427 1.4316 -1.0684
H -1.0952 0.2056 -1.9552

## Properties
- M (g/mol) = 87.102
- net charge = +1
- highest occupied orbital energy (eV) = -14.9
- SMILES = [H]/N=C1\OC[C@H]1[NH3+]
- LUMO level (eV) = -4.163


(b)
Formula: C3H7N2O
Source: the Open Molecules 2025 dataset
Level of theory: ωB97M-V/def2-TZVPD

Cartesian coordinates (Å):
C 1.6737 -0.8591 0.8679
C -1.0250 -0.1491 -1.2867
C -0.9298 0.1218 -0.0144
N 1.5159 -1.8240 0.2055
N -0.3847 1.4723 0.3464
O 1.7883 0.1746 1.3693
H -0.9853 0.4591 -2.2090
H -1.4286 -1.2572 -1.5001
H -1.0097 -0.7427 0.7477
H 1.6547 -2.7715 -0.0693
H -0.3482 2.1225 -0.3548
H 0.4802 1.3116 0.8478
H -1.0016 1.9417 1.0498

## Properties
- M (g/mol) = 87.102
- net charge = +1
- highest occupied orbital energy (eV) = -15.2
- LUMO level (eV) = -3.422


Which of them is most stable? Easy: (b).


(a)
Formula: C3H7N2O
Source: the Open Molecules 2025 dataset
Level of theory: ωB97M-V/def2-TZVPD

Cartesian coordinates (Å):
C 1.7466 -0.1893 -0.1440
C 0.1500 1.2216 0.2138
C -0.4175 -0.1919 0.5347
N 2.6350 -0.9272 0.1409
N -1.5021 -0.4875 -0.5432
O 1.3488 0.9376 -0.4662
H -0.6027 1.7911 -0.4320
H 0.3296 1.6104 1.1379
H -0.9132 -0.2557 1.5135
H 2.3806 -1.9204 0.3087
H -2.0102 -1.3354 -0.1956
H -1.0312 -0.6860 -1.4518
H -2.1137 0.4328 -0.6168

## Properties
- M (g/mol) = 87.102
- net charge = +1
- highest occupied orbital energy (eV) = -13.3
- LUMO level (eV) = -3.857


(b)
Formula: C3H7N2O
Source: the Open Molecules 2025 dataset
Level of theory: ωB97M-V/def2-TZVPD

Cartesian coordinates (Å):
C -0.9731 1.1812 0.5051
C 0.3480 0.5021 0.6462
C 0.4993 -0.7900 -0.1653
N 0.8636 -0.6795 -1.4624
N -0.0509 -1.7560 0.4354
O -0.0123 -2.6238 1.1922
H -1.8712 0.9953 1.2014
H -1.2681 0.9165 -0.5351
H -0.9185 2.2385 0.5910
H 1.1124 1.0741 0.1223
H 0.7431 0.4943 1.6446
H 0.6077 -0.0309 -2.1953
H 0.9200 -1.5217 -1.9800

## Properties
- M (g/mol) = 87.102
- net charge = +1
- highest occupied orbital energy (eV) = -15.5
- SMILES = CCC(=[NH2+])N=O
- LUMO level (eV) = -6.752


(c)
Formula: C3H7N2O
Source: the Open Molecules 2025 dataset
Level of theory: ωB97M-V/def2-TZVPD

Cartesian coordinates (Å):
N -0.0044 -1.8143 1.4994
C -0.0696 -0.5276 1.0889
O -0.6550 0.4225 1.7037
C 0.3947 -0.2368 -0.3511
C -0.2164 0.8977 -1.0367
N -0.9441 1.8081 -0.4407
H -0.1584 -2.0945 2.4780
H 0.5373 -2.4590 0.9687
H 1.5466 -0.0106 -0.2653
H 0.3661 -1.0433 -1.0095
H 0.1486 0.9201 -2.0382
H -1.4366 2.5435 -0.9034
H -0.8845 1.4769 0.6469

## Properties
- M (g/mol) = 87.102
- net charge = +1
- highest occupied orbital energy (eV) = -15.3
- SMILES = NC(=O)CC=[NH2+]
- LUMO level (eV) = -4.772


Which of them is most stable? Easy: (c).


(a)
Formula: C4H3FN2S
Source: the Open Molecules 2025 dataset
Level of theory: ωB97M-V/def2-TZVPD

Cartesian coordinates (Å):
N -1.3611 -1.3401 -0.6903
C -0.4480 -0.4439 -0.2864
C -0.0559 -0.0759 0.9822
F -0.5252 -0.5794 2.1137
C 0.9435 0.9256 0.8308
S 1.8275 1.7833 1.8988
C 1.0381 1.0559 -0.6791
N 0.2559 0.2833 -1.3158
H -1.8668 -1.8940 -0.0188
H -1.5313 -1.4610 -1.6632
H 1.7232 1.7462 -1.1720

## Properties
- M (g/mol) = 130.147
- highest occupied orbital energy (eV) = -8.3
- SMILES = NC1=C(F)C(=S)C=N1
- LUMO level (eV) = -1.456


(b)
Formula: C4H3FN2S
Source: the Open Molecules 2025 dataset
Level of theory: ωB97M-V/def2-TZVPD

Cartesian coordinates (Å):
F -2.7886 0.1411 0.0015
C -1.7152 -0.6573 -0.0035
C -0.4952 -0.1207 0.0008
C -0.1127 1.2894 -0.0006
N 1.1511 1.4514 -0.0024
C 1.7454 0.1596 -0.0003
S 3.3477 -0.1656 0.0004
N 0.7371 -0.7671 0.0038
H -1.9892 -1.7043 -0.0026
H -0.7969 2.1119 0.0097
H 0.9165 -1.7382 -0.0068

## Properties
- M (g/mol) = 130.147
- highest occupied orbital energy (eV) = -8.7
- SMILES = F/C=C1\C=NC(=S)N1
- LUMO level (eV) = -1.062


Which of them is most stable? Easy: (b).